Record 1
{"formula": "C23H25FN3O8S", "method": "ωB97M-V/def2-TZVPD", "homo_energy_ha": -0.4275, "e_lumo_ha": -0.196, "energy_ev": -58646.676, "fmax_ev_per_a": 1.9, "total_charge": 1, "homo_lumo_gap_ev": 6.30, "symbols": ["C", "C", "C", "C", "C", "N", "C", "C", "S", "O", "O", "F", "C", "C", "C", "C", "O", "O", "H", "H", "H", "H", "H", "H", "H", "H", "H", "H", "H", "H", "H", "H", "H", "C", "C", "C", "C", "C", "C", "N", "O", "O", "H", "H", "H", "H", "H", "C", "C", "C", "C", "C", "C", "N", "O", "O", "H", "H", "H", "H", "H"], "positions_angstrom": [[4.328, -1.849, -1.472], [4.685, -0.761, -2.517], [3.934, -0.870, -3.889], [2.624, -1.702, -3.869], [1.553, -1.163, -2.951], [1.399, 0.155, -2.783], [0.486, 0.663, -1.945], [-0.324, -0.168, -1.235], [-1.463, 0.629, -0.116], [-1.456, 2.020, -0.397], [-2.721, -0.007, -0.073], [-0.816, 0.453, 1.317], [-0.247, -1.565, -1.386], [0.714, -2.063, -2.268], [0.798, -3.569, -2.434], [1.812, -4.217, -1.451], [2.761, -4.842, -1.840], [1.606, -4.058, -0.090], [4.243, -2.852, -1.907], [3.376, -1.549, -0.990], [5.085, -1.814, -0.678], [5.757, -0.883, -2.744], [4.585, 0.251, -2.096], [4.614, -1.395, -4.577], [3.815, 0.143, -4.309], [2.867, -2.749, -3.661], [2.203, -1.693, -4.895], [2.018, 0.760, -3.319], [0.430, 1.747, -1.832], [-0.905, -2.225, -0.817], [1.153, -3.859, -3.431], [-0.175, -4.061, -2.274], [0.821, -4.589, 0.124], [-0.839, -0.639, 5.349], [-0.219, -0.805, 4.117], [0.616, -1.888, 3.900], [0.819, -2.800, 4.921], [0.215, -2.645, 6.156], [-0.618, -1.556, 6.369], [1.684, -3.963, 4.679], [2.211, -4.056, 3.585], [1.819, -4.763, 5.579], [-1.496, 0.205, 5.514], [-0.388, -0.092, 3.328], [1.097, -2.013, 2.940], [0.380, -3.358, 6.951], [-1.099, -1.424, 7.329], [-4.880, 3.667, -0.337], [-5.947, 4.556, -0.304], [-5.711, 5.922, -0.256], [-4.405, 6.381, -0.247], [-3.334, 5.506, -0.272], [-3.574, 4.141, -0.318], [-4.151, 7.828, -0.221], [-5.111, 8.569, -0.179], [-2.993, 8.197, -0.246], [-5.068, 2.601, -0.380], [-6.963, 4.185, -0.318], [-6.544, 6.610, -0.230], [-2.317, 5.872, -0.260], [-2.743, 3.445, -0.341]], "forces_ev_per_angstrom": [[-0.27, 1.20, -0.03], [0.32, -0.53, -0.32], [0.53, -0.24, 0.41], [0.25, 1.04, -0.65], [0.42, -1.81, -0.19], [0.03, -0.54, -0.10], [0.07, 1.09, 0.15], [-0.20, -0.56, 0.83], [-1.33, 1.21, 0.50], [1.31, -0.37, -0.09], [0.32, -1.12, -0.08], [0.13, -0.22, -1.28], [0.47, 0.64, -0.23], [-1.03, -0.19, 0.60], [0.67, -0.32, 0.11], [1.00, -0.83, 0.12], [-0.80, 0.84, -0.02], [-0.66, -0.01, -1.12], [0.20, 0.26, 0.26], [0.23, -0.50, -0.08], [-0.24, -0.32, -0.22], [-0.36, 0.25, 0.04], [-0.09, -0.36, 0.02], [-0.41, 0.22, 0.05], [-0.18, -0.36, -0.03], [-0.22, 0.36, 0.25], [0.08, -0.03, 0.34], [-0.08, 0.10, 0.17], [0.04, -0.30, -0.12], [0.17, 0.21, -0.21], [-0.27, 0.12, 0.29], [0.20, 0.43, -0.01], [0.11, 0.23, 0.41], [-0.01, -0.01, 0.04], [-0.02, -0.11, 0.29], [0.00, 0.12, -0.30], [-0.22, 0.26, 0.08], [-0.06, -0.07, 0.24], [0.01, 0.06, -0.17], [0.13, -0.16, 0.00], [-0.07, 0.04, -0.02], [-0.02, 0.06, -0.01], [0.03, -0.02, 0.01], [0.03, 0.03, 0.09], [0.09, -0.15, 0.09], [0.10, -0.07, -0.13], [0.03, -0.03, -0.01], [0.00, 0.02, 0.00], [0.14, -0.07, 0.00], [-0.26, 0.04, -0.01], [-0.06, -0.37, -0.02], [0.23, -0.07, -0.01], [-0.09, 0.00, -0.01], [0.03, 0.23, 0.02], [-0.01, -0.07, 0.00], [0.00, -0.08, 0.00], [0.00, 0.02, 0.02], [0.01, 0.05, 0.01], [0.14, 0.12, 0.00], [-0.09, 0.17, 0.00], [-0.44, 0.47, 0.03]], "lowdin_charge": [-0.08, -0.23, -0.18, -0.10, -0.12, 0.19, 0.01, -0.19, 0.69, -0.25, -0.20, -0.13, 0.09, -0.10, -0.02, -0.47, 0.15, 0.08, 0.07, 0.07, 0.09, 0.11, 0.10, 0.12, 0.11, 0.11, 0.15, 0.19, 0.16, 0.16, 0.13, 0.15, 0.13, -0.06, -0.07, -0.01, -0.15, 0.01, -0.05, -0.35, 0.06, 0.10, 0.11, 0.07, 0.11, 0.12, 0.11, -0.07, -0.06, 0.00, -0.14, 0.00, -0.07, -0.35, 0.09, 0.08, 0.11, 0.11, 0.12, 0.12, 0.06]}



Record 2
{"formula": "C18H15BrN3O8PdSSe", "method": "ωB97M-V/def2-TZVPD", "homo_energy_ha": -0.2198, "e_lumo_ha": 0.052, "e_above_lowest_ev": 0.207, "energy_ev": -189466.292, "fmax_ev_per_a": 0.6, "total_charge": -1, "homo_lumo_gap_ev": 7.41, "symbols": ["Pd", "O", "C", "O", "C", "C", "C", "N", "C", "C", "C", "O", "O", "H", "H", "H", "C", "N", "C", "C", "N", "C", "C", "Se", "H", "H", "H", "H", "H", "H", "H", "H", "O", "S", "O", "O", "O", "Br", "C", "C", "C", "C", "C", "C", "H", "H", "H", "H"], "positions_angstrom": [[-0.690, -0.816, 0.954], [5.215, 2.770, 0.376], [4.319, 2.667, -0.475], [4.144, 3.231, -1.570], [3.173, 1.698, -0.088], [2.963, 1.323, 1.233], [1.866, 0.548, 1.564], [1.019, 0.145, 0.620], [1.223, 0.450, -0.669], [2.291, 1.223, -1.055], [0.173, -0.069, -1.619], [0.195, 0.205, -2.798], [-0.795, -0.737, -1.041], [3.660, 1.661, 1.987], [1.620, 0.265, 2.579], [2.427, 1.494, -2.093], [-3.889, 0.399, -0.909], [-2.998, 1.464, -1.347], [-2.958, 2.016, -2.606], [-2.003, 2.968, -2.592], [-1.461, 2.979, -1.326], [-0.362, 3.839, -0.908], [-2.046, 2.021, -0.574], [-1.772, 1.629, 1.229], [-4.647, 0.256, -1.675], [-4.349, 0.676, 0.037], [-3.323, -0.517, -0.768], [-3.608, 1.684, -3.394], [-1.648, 3.622, -3.367], [-0.506, 4.827, -1.338], [0.590, 3.436, -1.246], [-0.362, 3.901, 0.176], [-2.368, -1.786, 1.476], [-2.200, -1.530, 2.999], [-2.250, -2.750, 3.742], [-0.719, -0.989, 2.919], [-3.064, -0.468, 3.430], [2.726, -6.516, 0.539], [1.751, -4.891, 0.666], [0.969, -4.486, -0.400], [0.257, -3.295, -0.309], [0.344, -2.542, 0.848], [1.115, -2.953, 1.919], [1.832, -4.140, 1.824], [0.911, -5.087, -1.297], [-0.355, -2.972, -1.138], [1.150, -2.378, 2.832], [2.441, -4.475, 2.653]], "forces_ev_per_angstrom": [[0.33, -0.02, 0.02], [0.03, -0.02, 0.01], [-0.06, 0.11, 0.04], [0.02, -0.05, -0.01], [0.02, -0.02, -0.03], [0.01, -0.03, 0.03], [-0.02, 0.09, 0.00], [0.11, -0.11, -0.07], [0.06, -0.19, -0.04], [-0.06, 0.06, -0.05], [-0.29, 0.49, 0.07], [0.08, -0.16, -0.04], [-0.02, -0.04, 0.00], [0.00, 0.01, -0.01], [0.00, -0.01, 0.00], [-0.01, 0.00, 0.01], [0.04, 0.02, -0.02], [0.20, -0.16, -0.03], [-0.08, 0.05, 0.00], [-0.01, 0.03, -0.01], [0.20, -0.20, 0.00], [-0.02, -0.03, 0.02], [-0.29, 0.31, 0.11], [-0.07, 0.03, -0.05], [0.00, 0.01, 0.00], [0.02, 0.00, 0.00], [0.04, -0.09, 0.02], [0.01, -0.01, -0.01], [0.01, 0.00, 0.00], [-0.03, 0.01, 0.02], [0.08, -0.05, -0.03], [0.00, -0.01, 0.00], [0.09, 0.04, -0.03], [-0.07, 0.26, 0.12], [0.13, -0.08, -0.06], [-0.30, 0.01, 0.04], [-0.01, -0.16, 0.05], [0.00, -0.01, 0.00], [0.00, 0.01, 0.01], [-0.01, 0.00, 0.00], [-0.01, -0.04, 0.02], [-0.14, -0.12, -0.11], [0.01, 0.05, -0.01], [0.00, -0.01, 0.00], [0.00, 0.00, 0.00], [0.00, 0.00, 0.01], [-0.01, 0.01, 0.01], [0.00, 0.00, 0.00]], "lowdin_charge": [1.12, -0.03, -0.70, -0.04, -0.08, 0.03, -0.08, -0.06, -0.17, 0.06, -0.56, 0.09, -0.17, 0.12, 0.12, 0.13, -0.02, -0.11, -0.03, -0.04, -0.10, 0.00, -0.66, 0.80, 0.09, 0.09, 0.07, 0.12, 0.13, 0.10, 0.09, 0.06, -0.43, 0.33, -0.28, -0.47, -0.33, 0.71, -0.69, -0.12, -0.07, -0.18, -0.08, -0.12, 0.10, 0.10, 0.10, 0.10]}



Record 3
{"formula": "C31H47F3N3O2S", "method": "ωB97M-V/def2-TZVPD", "homo_energy_ha": -0.3734, "e_lumo_ha": -0.087, "energy_ev": -60454.563, "fmax_ev_per_a": 1.3, "total_charge": 1, "homo_lumo_gap_ev": 7.81, "symbols": ["C", "C", "O", "C", "C", "C", "C", "C", "N", "C", "C", "C", "F", "C", "C", "C", "C", "C", "C", "C", "S", "C", "N", "N", "C", "O", "H", "H", "H", "H", "H", "H", "H", "H", "H", "H", "H", "H", "H", "H", "H", "H", "H", "H", "H", "H", "H", "H", "H", "H", "H", "H", "H", "H", "H", "H", "H", "H", "H", "H", "H", "H", "H", "F", "C", "C", "C", "C", "C", "C", "H", "H", "H", "H", "H", "F", "C", "C", "C", "C", "C", "C", "H", "H", "H", "H", "H"], "positions_angstrom": [[1.460, -4.424, 0.499], [1.632, -4.273, -1.020], [2.588, -3.290, -1.364], [2.055, -1.989, -1.499], [3.100, -0.967, -1.065], [3.299, 0.219, -2.039], [2.640, 1.532, -1.568], [3.603, 2.496, -0.875], [3.722, 2.164, 0.586], [5.129, 2.046, 1.080], [5.977, 1.041, 0.312], [7.325, 1.676, -0.039], [7.973, 0.926, -0.978], [2.984, 3.159, 1.455], [1.515, 3.294, 1.121], [0.684, 2.062, 1.522], [-0.512, 1.819, 0.593], [-1.811, 2.443, 1.104], [-2.834, 2.587, -0.013], [-4.246, 2.903, 0.461], [-4.958, 1.553, 1.437], [-6.000, 0.868, 0.229], [-6.392, 1.349, -0.912], [-7.210, 0.360, -1.468], [-7.240, -0.610, -0.605], [-6.487, -0.363, 0.502], [0.417, -4.333, 0.794], [1.830, -5.385, 0.841], [2.016, -3.645, 1.017], [1.993, -5.213, -1.428], [0.668, -4.078, -1.492], [1.728, -1.827, -2.530], [1.166, -1.902, -0.868], [2.773, -0.563, -0.100], [4.048, -1.464, -0.878], [2.840, -0.057, -2.986], [4.353, 0.367, -2.258], [1.830, 1.268, -0.889], [2.178, 2.027, -2.417], [4.577, 2.471, -1.349], [3.220, 3.505, -0.980], [3.264, 1.268, 0.747], [5.581, 3.033, 1.130], [5.051, 1.707, 2.111], [6.174, 0.153, 0.898], [5.541, 0.758, -0.641], [7.163, 2.686, -0.427], [7.941, 1.788, 0.854], [3.538, 4.092, 1.423], [3.059, 2.766, 2.468], [1.163, 4.148, 1.700], [1.340, 3.570, 0.084], [1.323, 1.174, 1.454], [0.353, 2.145, 2.553], [-0.305, 2.222, -0.399], [-0.677, 0.749, 0.458], [-2.210, 1.875, 1.941], [-1.574, 3.443, 1.483], [-2.509, 3.354, -0.716], [-2.889, 1.653, -0.577], [-4.889, 3.006, -0.409], [-4.302, 3.824, 1.031], [-7.772, -1.537, -0.705], [-11.935, -0.195, -5.603], [-11.809, -0.253, -4.262], [-10.609, 0.115, -3.688], [-10.484, 0.056, -2.308], [-11.552, -0.372, -1.528], [-12.748, -0.739, -2.130], [-12.885, -0.678, -3.509], [-9.789, 0.439, -4.314], [-9.547, 0.345, -1.849], [-11.452, -0.417, -0.451], [-13.580, -1.074, -1.525], [-13.809, -0.953, -3.999], [6.049, -0.974, 2.802], [6.033, -2.331, 2.938], [7.024, -2.936, 3.679], [6.999, -4.317, 3.811], [5.999, -5.061, 3.199], [5.016, -4.424, 2.455], [5.026, -3.043, 2.323], [7.797, -2.337, 4.142], [7.764, -4.812, 4.392], [5.987, -6.137, 3.303], [4.238, -5.002, 1.974], [4.266, -2.527, 1.749]], "forces_ev_per_angstrom": [[-0.13, 0.21, -0.16], [-0.06, -0.44, 0.28], [0.15, 0.16, -0.07], [-0.11, -0.37, 0.26], [0.18, 0.68, -0.02], [-0.51, -0.26, 0.09], [0.44, -0.46, -0.19], [-0.69, -0.06, -0.49], [0.19, 0.73, 0.17], [0.16, -0.81, 0.59], [0.76, 0.42, -0.41], [-0.49, 0.50, 0.45], [0.16, -0.20, -0.09], [-0.17, -0.36, 0.25], [-0.36, 0.23, 0.48], [0.26, -0.27, -0.87], [-0.36, -0.05, 0.35], [0.33, 0.57, -0.30], [-0.20, -0.39, 0.21], [0.07, 0.02, -0.50], [-0.01, 0.05, 0.26], [0.00, 0.30, -0.43], [0.15, -0.56, 0.59], [0.16, -0.75, 0.95], [0.09, 0.96, -0.90], [-0.25, 0.04, -0.42], [-0.08, -0.07, 0.08], [0.03, -0.09, 0.09], [0.08, 0.08, 0.04], [0.10, -0.01, -0.16], [-0.02, 0.16, -0.15], [0.07, 0.05, -0.13], [-0.11, 0.08, 0.02], [0.10, -0.08, 0.19], [0.00, -0.26, -0.11], [0.05, -0.01, -0.14], [0.10, 0.08, -0.04], [-0.20, 0.18, 0.03], [0.06, 0.24, -0.04], [0.19, -0.06, 0.14], [0.11, 0.19, 0.32], [0.09, -0.15, -0.16], [-0.15, 0.23, -0.34], [-0.10, 0.07, 0.11], [-0.27, -0.23, 0.04], [-0.23, -0.14, 0.03], [0.06, 0.00, -0.29], [0.22, -0.19, -0.01], [0.03, 0.11, -0.25], [0.15, 0.02, 0.10], [0.01, 0.14, -0.03], [0.10, -0.08, -0.17], [0.04, -0.09, 0.22], [0.04, -0.06, 0.17], [0.10, 0.04, -0.11], [0.03, -0.10, 0.00], [-0.02, -0.16, 0.06], [-0.10, 0.06, 0.13], [0.02, 0.12, -0.04], [0.05, -0.07, -0.08], [-0.14, 0.16, 0.02], [0.00, 0.01, 0.21], [-0.01, -0.11, 0.18], [0.00, 0.00, -0.02], [0.01, 0.00, 0.13], [0.11, 0.03, -0.08], [-0.09, -0.04, 0.07], [0.02, 0.00, 0.02], [0.08, 0.02, 0.00], [-0.11, -0.04, -0.04], [-0.02, 0.01, -0.01], [-0.11, 0.02, -0.09], [-0.01, 0.01, 0.00], [-0.02, 0.01, 0.00], [0.02, 0.00, -0.02], [-0.04, 0.05, 0.04], [-0.03, -0.21, -0.01], [0.12, 0.11, 0.07], [-0.09, -0.02, -0.06], [0.01, -0.02, 0.01], [0.06, -0.02, 0.04], [-0.09, 0.11, -0.08], [-0.02, 0.01, 0.00], [0.02, 0.01, 0.00], [0.00, 0.00, 0.00], [-0.01, 0.01, 0.00], [0.02, 0.00, -0.02]], "lowdin_charge": [-0.06, -0.26, -0.15, -0.22, -0.15, -0.17, -0.15, -0.09, -0.08, -0.10, -0.13, -0.21, -0.01, -0.11, -0.17, -0.18, -0.21, -0.23, -0.27, -0.45, 1.01, -0.69, 0.05, 0.05, -0.17, 0.03, 0.07, 0.07, 0.06, 0.12, 0.11, 0.13, 0.12, 0.09, 0.12, 0.11, 0.10, 0.09, 0.13, 0.13, 0.13, 0.14, 0.14, 0.14, 0.10, 0.09, 0.12, 0.13, 0.14, 0.14, 0.13, 0.11, 0.09, 0.12, 0.10, 0.12, 0.10, 0.12, 0.12, 0.11, 0.06, 0.08, 0.14, 0.06, -0.29, -0.01, -0.09, -0.10, -0.09, -0.02, 0.12, 0.06, 0.10, 0.10, 0.12, 0.02, -0.28, -0.01, -0.07, -0.08, -0.07, -0.02, 0.12, 0.11, 0.11, 0.10, 0.10]}